# 1
{"formula": "C21H24Br3N3NiO3Si", "method": "ωB97M-V with the def2-TZVPD basis set", "species": ["Ni", "C", "C", "C", "C", "C", "C", "Br", "C", "C", "Br", "C", "O", "C", "N", "H", "H", "H", "H", "H", "H", "O", "C", "C", "C", "N", "C", "Br", "C", "H", "H", "H", "H", "C", "C", "C", "N", "H", "H", "H", "H", "H", "C", "Si", "C", "C", "O", "H", "H", "H", "H", "H", "H", "H", "H", "H"], "coordinates": [[-0.230, 0.010, -0.455], [-0.689, -2.179, 2.204], [-1.937, -1.706, 1.513], [-3.196, -2.173, 1.968], [-4.347, -1.773, 1.369], [-4.306, -0.852, 0.296], [-5.427, -0.338, -0.397], [-7.180, -0.907, 0.046], [-5.256, 0.579, -1.385], [-3.968, 1.043, -1.719], [-3.786, 2.360, -3.059], [-2.827, 0.588, -1.089], [-1.620, 1.009, -1.325], [-3.033, -0.410, -0.089], [-1.876, -0.864, 0.498], [-0.735, -1.926, 3.269], [0.197, -1.749, 1.754], [-0.609, -3.269, 2.132], [-3.219, -2.862, 2.807], [-5.305, -2.137, 1.717], [-6.115, 0.969, -1.916], [4.141, 2.301, -4.253], [3.174, 1.817, -3.441], [3.314, 1.719, -2.062], [2.256, 1.215, -1.347], [1.095, 0.816, -1.902], [1.006, 0.891, -3.220], [-0.540, 0.221, -4.060], [2.003, 1.393, -4.033], [4.917, 2.538, -3.735], [4.230, 2.014, -1.559], [2.330, 1.099, -0.274], [1.878, 1.437, -5.105], [-1.112, 3.557, 3.564], [-0.550, 3.745, 2.149], [-0.198, 2.458, 1.520], [0.041, 1.460, 1.021], [-1.320, 4.531, 4.003], [-0.399, 3.035, 4.203], [-2.038, 2.984, 3.540], [0.343, 4.366, 2.158], [-1.275, 4.233, 1.498], [2.276, -3.705, 0.775], [2.495, -1.974, 0.120], [3.519, -1.055, 1.383], [3.551, -2.096, -1.414], [1.088, -1.248, -0.153], [3.196, -4.295, 0.652], [1.465, -4.223, 0.244], [2.028, -3.688, 1.846], [4.404, -1.651, 1.657], [2.942, -0.861, 2.301], [3.877, -0.086, 0.995], [4.609, -2.215, -1.139], [3.459, -1.192, -2.035], [3.263, -2.955, -2.036]], "forces_ev_per_angstrom": [[-0.695, -0.687, -1.930], [-0.149, -0.022, 0.044], [0.019, 0.080, -0.232], [0.088, -0.089, 0.153], [-0.163, 0.028, -0.029], [0.021, -0.180, 0.131], [0.006, -0.116, 0.154], [0.004, -0.023, 0.023], [0.183, 0.254, -0.251], [-0.334, 0.119, -0.168], [-0.036, 0.052, -0.029], [0.360, -0.016, 0.109], [0.202, -0.145, 0.575], [0.369, -0.097, 0.198], [0.446, -0.086, 0.139], [-0.042, -0.020, -0.123], [-0.007, 0.106, -0.062], [-0.057, 0.094, 0.000], [0.009, 0.069, -0.106], [-0.001, -0.015, -0.015], [0.078, 0.019, 0.001], [-0.070, -0.039, 0.077], [0.242, 0.129, -0.253], [0.098, 0.066, 0.124], [-0.272, -0.013, 0.018], [0.171, -0.120, 0.697], [-0.276, -0.134, 0.007], [0.053, -0.051, -0.058], [-0.063, 0.004, -0.186], [0.051, 0.016, 0.022], [-0.128, -0.038, -0.051], [-0.102, 0.016, -0.034], [0.011, -0.012, 0.033], [0.058, -0.008, -0.103], [0.026, -0.446, -0.019], [-0.328, 1.047, 0.460], [0.452, 0.088, 0.438], [-0.013, -0.002, 0.007], [-0.024, 0.029, -0.037], [0.023, 0.003, -0.004], [0.080, 0.025, 0.018], [-0.048, 0.009, -0.034], [-0.159, -0.393, 0.213], [-0.426, 0.343, -0.167], [0.305, 0.321, 0.365], [0.176, -0.004, -0.491], [-0.017, -0.140, 0.392], [-0.181, 0.120, 0.043], [0.172, 0.072, 0.110], [0.025, -0.080, -0.214], [-0.190, 0.192, -0.025], [0.162, -0.030, -0.202], [-0.069, -0.261, 0.156], [-0.176, -0.012, -0.104], [0.074, -0.215, 0.116], [0.064, 0.191, 0.101]], "homo_lumo_gap_ev": [7.68, 7.67], "charge": 0, "mol_weight_g_mol": 692.9, "energy_ev": -291830.4258, "multiplicity": 1}

# 2
{"formula": "C21H24Cl4N2O4", "method": "ωB97M-V with the def2-TZVPD basis set", "species": ["C", "N", "O", "O", "H", "H", "H", "C", "N", "O", "O", "H", "H", "H", "Cl", "C", "Cl", "Cl", "Cl", "C", "C", "C", "C", "C", "C", "H", "H", "H", "H", "H", "H", "C", "C", "C", "C", "C", "C", "H", "H", "H", "H", "H", "H", "C", "C", "C", "C", "C", "C", "H", "H", "H", "H", "H", "H"], "coordinates": [[2.157, 3.356, 2.902], [2.111, 4.835, 2.827], [1.310, 5.328, 2.063], [2.836, 5.483, 3.547], [3.186, 3.017, 2.961], [1.727, 3.038, 1.959], [1.578, 3.037, 3.762], [3.758, -1.093, -0.365], [4.226, -0.375, 0.868], [5.109, -0.898, 1.515], [3.628, 0.634, 1.197], [3.518, -0.328, -1.095], [2.905, -1.716, -0.128], [4.634, -1.634, -0.711], [-0.216, 0.871, 2.184], [-0.301, 0.057, 0.588], [0.961, 0.753, -0.450], [0.008, -1.687, 0.843], [-1.868, 0.242, -0.136], [-2.923, -4.011, 2.387], [-3.615, -5.108, 2.856], [-3.512, -5.482, 4.191], [-2.841, -4.671, 5.092], [-2.289, -3.456, 4.655], [-2.355, -3.126, 3.312], [-2.946, -3.692, 1.352], [-4.241, -5.667, 2.171], [-4.066, -6.363, 4.490], [-2.846, -4.925, 6.144], [-1.870, -2.813, 5.416], [-1.996, -2.163, 2.972], [-1.420, 3.773, -0.913], [-1.647, 4.756, 0.049], [-2.235, 5.948, -0.338], [-2.670, 6.128, -1.646], [-2.451, 5.117, -2.574], [-1.813, 3.930, -2.238], [-0.815, 2.918, -0.630], [-1.295, 4.631, 1.061], [-2.283, 6.772, 0.365], [-3.088, 7.067, -1.981], [-2.798, 5.316, -3.583], [-1.667, 3.151, -2.972], [2.848, -2.597, -4.931], [1.848, -3.160, -5.713], [0.549, -3.195, -5.238], [0.204, -2.573, -4.046], [1.211, -1.945, -3.317], [2.534, -1.956, -3.740], [3.879, -2.664, -5.257], [2.073, -3.662, -6.645], [-0.231, -3.657, -5.833], [-0.818, -2.575, -3.696], [0.988, -1.519, -2.344], [3.327, -1.449, -3.209]], "forces_ev_per_angstrom": [[0.177, -0.124, -0.766], [-0.017, 0.571, 0.351], [-0.293, -0.128, -0.323], [0.344, -0.200, 0.258], [0.033, 0.152, 0.225], [-0.146, -0.306, 0.199], [-0.032, 0.037, 0.034], [1.067, 0.623, -0.302], [-0.646, -0.330, 0.629], [0.011, 0.141, -0.256], [0.276, -0.059, -0.205], [-0.265, -0.011, 0.051], [0.010, -0.038, 0.137], [-0.260, -0.363, 0.047], [-0.232, -0.225, -0.448], [0.567, -0.195, 0.500], [-0.412, -0.085, 0.052], [0.110, 0.312, -0.130], [-0.301, 0.131, -0.065], [-0.304, 1.221, 0.543], [0.335, -0.392, -0.344], [-0.520, 0.154, -0.232], [-0.118, 0.267, -0.253], [-0.426, -0.762, 0.341], [0.291, -0.175, -0.080], [-0.136, -0.232, -0.075], [0.192, -0.215, 0.046], [0.178, 0.000, 0.300], [0.182, -0.025, 0.014], [0.116, 0.249, -0.233], [0.200, -0.070, -0.011], [0.515, -0.221, 0.188], [0.137, 0.001, -0.605], [-0.120, 0.399, 0.062], [0.600, -0.362, 0.099], [-0.468, 0.333, -0.467], [-0.367, 0.455, 0.605], [-0.302, -0.100, -0.013], [0.083, -0.059, 0.046], [-0.230, -0.095, 0.052], [-0.119, 0.015, 0.116], [0.126, -0.278, -0.056], [0.167, -0.005, -0.028], [0.155, 0.079, -0.318], [0.095, -0.480, 0.407], [-0.612, 0.329, -0.297], [0.709, 0.066, -0.018], [-0.078, -0.065, 0.709], [-0.209, -0.226, -0.621], [-0.026, 0.153, -0.043], [0.139, 0.086, -0.010], [0.070, -0.056, 0.010], [-0.013, -0.021, 0.068], [-0.147, 0.192, -0.159], [-0.086, -0.067, 0.268]], "homo_lumo_gap_ev": 9.00, "charge": 0, "mol_weight_g_mol": 510.2, "energy_ev": -83419.6337, "multiplicity": 1}

# 3
{"formula": "C21H24Cl5IKN3O2PS", "method": "ωB97M-V with the def2-TZVPD basis set", "species": ["K", "Cl", "C", "C", "Cl", "C", "Cl", "C", "O", "C", "Cl", "C", "Cl", "I", "C", "H", "H", "C", "C", "C", "C", "C", "C", "C", "S", "C", "O", "H", "H", "H", "H", "H", "H", "H", "H", "H", "H", "C", "N", "C", "N", "C", "N", "C", "P", "C", "C", "H", "H", "H", "H", "H", "H", "H", "H", "H", "H", "H", "H"], "coordinates": [[0.528, -0.474, 0.610], [-3.159, -5.422, 2.973], [-2.604, -3.918, 2.296], [-2.702, -2.752, 3.126], [-2.349, -2.943, 4.826], [-2.960, -1.530, 2.619], [-2.645, -0.095, 3.543], [-2.079, -1.435, 0.448], [-1.512, -0.412, -0.002], [-1.544, -2.732, 0.384], [-0.227, -2.930, -0.755], [-2.024, -3.891, 1.047], [-1.770, -5.420, 0.256], [-5.668, -3.081, -1.270], [-3.386, -1.337, 1.207], [-4.071, -2.128, 0.882], [-3.830, -0.360, 1.042], [2.270, -6.142, 0.202], [2.660, -4.776, 0.679], [1.824, -4.102, 1.571], [2.100, -2.813, 1.971], [3.240, -2.166, 1.489], [4.099, -2.837, 0.627], [3.809, -4.132, 0.227], [3.616, -0.457, 1.821], [3.295, -0.433, 3.610], [2.488, 0.343, 1.242], [2.115, -6.816, 1.046], [3.023, -6.576, -0.455], [1.325, -6.077, -0.341], [0.928, -4.599, 1.928], [1.432, -2.323, 2.670], [4.987, -2.328, 0.269], [4.476, -4.639, -0.459], [2.220, -0.502, 3.764], [3.660, 0.520, 3.989], [3.822, -1.257, 4.089], [4.343, 2.475, -2.820], [3.809, 1.140, -3.061], [2.887, 1.206, -4.194], [1.819, 2.184, -4.025], [2.417, 3.485, -3.755], [3.319, 3.492, -2.604], [2.594, 3.263, -1.356], [1.694, 1.622, -1.268], [3.151, 0.612, -1.868], [0.900, 1.790, -2.956], [4.929, 2.768, -3.695], [5.002, 2.443, -1.949], [2.444, 0.220, -4.350], [3.462, 1.478, -5.083], [1.621, 4.214, -3.586], [2.992, 3.787, -4.634], [1.862, 4.063, -1.221], [3.298, 3.315, -0.521], [2.806, -0.407, -2.073], [3.882, 0.557, -1.056], [0.101, 2.532, -2.884], [0.432, 0.837, -3.216]], "forces_ev_per_angstrom": [[0.494, -0.762, 0.475], [-0.063, 0.063, 0.040], [0.146, -0.153, -0.379], [-0.095, 0.308, 0.035], [0.090, -0.043, 0.043], [0.000, -0.333, 0.098], [-0.019, 0.151, 0.079], [-0.428, 0.046, -0.137], [-2.885, 0.055, -0.959], [0.054, -0.009, 0.022], [0.197, -0.314, -0.487], [-0.104, 0.053, 0.425], [0.015, -0.067, -0.106], [0.010, -0.027, 0.002], [0.211, -0.061, 0.101], [-0.004, 0.085, 0.017], [-0.018, -0.002, -0.012], [0.011, -0.015, -0.014], [0.088, 0.082, -0.048], [-0.049, -0.072, 0.025], [0.172, 0.113, 0.190], [0.069, -0.296, -0.019], [-0.035, 0.308, 0.083], [-0.107, -0.132, -0.002], [0.009, -0.233, 0.616], [0.240, 0.000, -0.284], [2.181, 0.944, 0.821], [-0.021, -0.007, -0.012], [0.012, 0.023, 0.002], [-0.004, -0.026, 0.008], [-0.034, 0.062, -0.002], [-0.068, 0.015, -0.015], [-0.002, -0.055, -0.057], [-0.020, -0.021, -0.004], [-0.001, -0.054, 0.002], [-0.029, 0.019, -0.028], [-0.010, 0.008, -0.001], [-0.067, -0.001, 0.031], [0.120, -0.073, -0.083], [-0.037, 0.024, 0.060], [-0.026, 0.023, -0.141], [-0.002, -0.055, 0.055], [0.083, 0.107, -0.047], [-0.069, -0.163, 0.108], [0.076, 0.524, -0.792], [-0.125, 0.003, 0.116], [0.069, -0.027, 0.158], [0.010, -0.006, 0.015], [0.009, 0.005, -0.020], [0.013, 0.005, -0.017], [-0.003, -0.009, 0.008], [0.013, 0.008, -0.017], [-0.016, 0.006, 0.005], [0.022, 0.008, 0.042], [-0.028, 0.041, 0.007], [0.043, -0.011, 0.023], [-0.012, -0.039, -0.013], [-0.038, -0.048, -0.014], [-0.041, 0.028, -0.001]], "homo_lumo_gap_ev": 4.78, "charge": -1, "mol_weight_g_mol": 756.8, "energy_ev": -137894.8684, "multiplicity": 1}